Record 1
C6H11N | the ωB97M-V functional and the def2-TZVPD basis

XYZ file:
```
18
Properties=species:S:1:pos:R:3:forces:R:3
N 0.1486 0.2687 2.3382 0.605 -1.594 0.693
C -0.1949 -0.1184 0.9615 -0.313 -5.926 1.461
C 1.1920 -0.7099 0.3500 -3.796 -0.889 -3.063
C 1.1320 -0.4360 -1.3260 -2.087 2.270 4.046
C -0.5150 0.1357 -1.4127 2.119 -1.392 1.854
C -1.5770 1.2665 -1.2109 -1.229 -6.261 2.473
C -0.6685 0.8316 0.0316 -1.562 1.159 -5.336
H -0.8116 0.3110 2.7608 1.902 -0.370 0.792
H 0.9854 -0.4512 2.8062 -4.066 2.541 -1.532
H -1.0545 -0.9727 0.8244 1.970 0.934 1.119
H 1.9842 -0.3279 0.8866 1.925 1.444 0.687
H 1.2443 -1.7981 0.5004 -0.255 0.217 0.048
H 1.9928 0.1651 -1.4973 0.297 0.778 -0.867
H 1.2107 -1.3959 -1.7222 -0.085 -1.245 -1.313
H -0.8923 -0.9214 -1.4794 -0.726 1.453 0.312
H -2.5279 0.5682 -1.0007 1.470 2.073 -1.321
H -1.7475 2.1349 -1.7929 0.318 1.172 0.311
H 0.0991 1.4500 -0.0177 3.513 3.634 -0.365
```
Forces are in eV/Å.

The HOMO energy is -8.70 eV. The calculation puts the HOMO-LUMO gap at 9.79 eV. The calculation puts the molecular weight at 97.2 g/mol. The energy above the lowest of the compared OMol25 structures with the same formula, charge and spin is 6.904 eV. Its structure (SMILES) is N[C@@H]1CC[C@@H]2C[C@H]21.

---

Record 2
C6H11N | the ωB97M-V functional and the def2-TZVPD basis

XYZ file:
```
18
Properties=species:S:1:pos:R:3:forces:R:3
C -1.6400 2.2189 1.4076 -0.884 -0.991 -0.438
C -1.1024 0.8926 0.9088 1.117 0.028 -0.178
C -0.5142 0.6747 -0.2755 -1.120 -0.191 0.221
C 0.3532 -0.4797 -0.5697 0.146 -0.391 1.316
C 1.7417 -0.0105 -0.9511 -0.488 -0.784 -0.087
C 0.0276 -1.7458 -0.2049 0.096 1.289 -2.134
N 0.8088 -2.8792 -0.5483 -0.119 0.469 1.773
H -1.1247 3.0572 0.9452 -0.184 -0.018 -0.160
H -1.5481 2.3198 2.4868 0.099 -0.136 0.031
H -2.7153 2.2171 1.1776 0.133 0.564 0.111
H -1.0380 0.0285 1.5704 0.147 0.487 0.481
H -0.7410 1.2989 -1.1419 0.611 0.562 0.307
H 2.3650 -0.8741 -1.1756 0.235 0.227 -0.389
H 2.1993 0.5066 -0.1090 -0.050 0.115 0.078
H 1.6796 0.6862 -1.7823 0.242 -0.020 -0.205
H -0.9911 -1.8487 0.1494 0.029 -0.649 0.032
H 0.4523 -3.4218 -1.3078 0.074 -0.162 -0.304
H 1.7874 -2.6406 -0.5796 -0.082 -0.398 -0.452
```
Forces are in eV/Å.

The HOMO energy is -7.82 eV. The calculation puts the HOMO-LUMO gap at 8.91 eV. The calculation puts the molecular weight at 97.2 g/mol. The energy above the lowest of the compared OMol25 structures with the same formula, charge and spin is 1.705 eV. Its structure (SMILES) is C/C=C/C(C)=C/N.

---

Q: molecular weight of number 1 (C6H11N)?
A: 97.2 g/mol

---

Copy entry 2 word for word.
C6H11N | the ωB97M-V functional and the def2-TZVPD basis

XYZ file:
```
18
Properties=species:S:1:pos:R:3:forces:R:3
C -1.6400 2.2189 1.4076 -0.884 -0.991 -0.438
C -1.1024 0.8926 0.9088 1.117 0.028 -0.178
C -0.5142 0.6747 -0.2755 -1.120 -0.191 0.221
C 0.3532 -0.4797 -0.5697 0.146 -0.391 1.316
C 1.7417 -0.0105 -0.9511 -0.488 -0.784 -0.087
C 0.0276 -1.7458 -0.2049 0.096 1.289 -2.134
N 0.8088 -2.8792 -0.5483 -0.119 0.469 1.773
H -1.1247 3.0572 0.9452 -0.184 -0.018 -0.160
H -1.5481 2.3198 2.4868 0.099 -0.136 0.031
H -2.7153 2.2171 1.1776 0.133 0.564 0.111
H -1.0380 0.0285 1.5704 0.147 0.487 0.481
H -0.7410 1.2989 -1.1419 0.611 0.562 0.307
H 2.3650 -0.8741 -1.1756 0.235 0.227 -0.389
H 2.1993 0.5066 -0.1090 -0.050 0.115 0.078
H 1.6796 0.6862 -1.7823 0.242 -0.020 -0.205
H -0.9911 -1.8487 0.1494 0.029 -0.649 0.032
H 0.4523 -3.4218 -1.3078 0.074 -0.162 -0.304
H 1.7874 -2.6406 -0.5796 -0.082 -0.398 -0.452
```
Forces are in eV/Å.

The HOMO energy is -7.82 eV. The calculation puts the HOMO-LUMO gap at 8.91 eV. The calculation puts the molecular weight at 97.2 g/mol. The energy above the lowest of the compared OMol25 structures with the same formula, charge and spin is 1.705 eV. Its structure (SMILES) is C/C=C/C(C)=C/N.

---

Q: Which value of molecular weight does entry 2 give?
A: 97.2 g/mol